Entry 1:
{
  "formula": "C4H3NO3",
  "method": "ωB97M-V with the def2-TZVPD basis set",
  "symbols": ["C", "C", "C", "C", "H", "H", "H", "N", "O", "O", "O"],
  "positions_angstrom": [[-0.704, 0.379, -0.136], [0.362, 1.047, -0.047], [1.469, -0.848, 0.055], [-0.806, -1.068, -0.068], [-1.491, 1.716, -0.599], [0.325, 2.067, 0.177], [2.477, -1.252, 0.522], [1.636, 0.431, -0.147], [-1.855, 0.846, 0.280], [0.413, -1.722, 0.101], [-1.825, -1.596, -0.137]],
  "relative_energy_ev": 5.046,
  "homo_ha": -0.3454,
  "total_charge": 0,
  "homo_lumo_gap_ev": 9.1671
}



Entry 2:
{
  "formula": "C4H3NO4",
  "method": "ωB97M-V with the def2-TZVPD basis set",
  "symbols": ["O", "C", "N", "C", "O", "O", "C", "C", "O", "H", "H", "H"],
  "positions_angstrom": [[1.054, 1.859, -0.144], [0.128, 1.092, -0.003], [-1.245, 1.227, 0.160], [-1.678, -0.012, -0.043], [-2.898, -0.345, -0.089], [-0.838, -1.021, -0.172], [0.422, -0.437, 0.014], [1.586, -1.057, 0.081], [2.665, -0.304, -0.062], [-3.374, 0.448, 0.138], [1.776, -2.111, 0.293], [2.403, 0.663, -0.174]],
  "smiles": "O=C1N=C(O)O/C1=C/O",
  "relative_energy_ev": 0.099,
  "homo_ha": -0.3394,
  "total_charge": 0,
  "homo_lumo_gap_ev": 9.6435
}



Entry 3:
{
  "formula": "C4H3NOS",
  "method": "ωB97M-V with the def2-TZVPD basis set",
  "symbols": ["C", "C", "S", "N", "C", "C", "O", "H", "H", "H"],
  "positions_angstrom": [[-1.319, -1.334, 0.072], [-0.161, -0.702, -0.061], [1.493, -1.259, -0.138], [2.185, 0.316, 0.012], [1.332, 1.217, 0.081], [-0.091, 0.938, -0.021], [-1.070, 1.628, -0.189], [-1.699, -2.436, 0.009], [-2.132, -0.638, -0.061], [1.462, 2.270, 0.296]],
  "smiles": "C=C1SN=CC1=O",
  "relative_energy_ev": 1.068,
  "homo_ha": -0.3347,
  "total_charge": 0,
  "homo_lumo_gap_ev": 8.0967
}



Entry 4:
{
  "formula": "C4H3NS",
  "method": "ωB97M-V with the def2-TZVPD basis set",
  "symbols": ["S", "C", "C", "C", "C", "N", "H", "H", "H"],
  "positions_angstrom": [[2.764, -0.207, -0.011], [1.182, -0.179, 0.028], [0.296, 0.966, -0.001], [-0.956, 0.491, -0.008], [-0.810, -0.986, -0.007], [0.388, -1.397, 0.022], [0.625, 1.969, 0.061], [-1.877, 1.046, -0.026], [-1.611, -1.702, -0.057]],
  "smiles": "S=C1C=CC=N1",
  "relative_energy_ev": 0.045,
  "homo_ha": -0.3387,
  "total_charge": 0,
  "homo_lumo_gap_ev": 7.5447
}



Entry 5:
{
  "formula": "C4H3O",
  "method": "ωB97M-V with the def2-TZVPD basis set",
  "symbols": ["O", "C", "C", "H", "C", "C", "H", "H"],
  "positions_angstrom": [[0.331, -0.675, 2.563], [0.160, -0.501, 1.293], [0.045, -0.237, 0.107], [0.205, -1.597, 2.830], [-0.117, 1.319, -1.875], [-0.235, 0.114, -1.378], [0.128, 2.329, -1.554], [-0.517, -0.752, -1.986]],
  "s_squared": 0.7659,
  "relative_energy_ev": 1.869,
  "homo_ha": [-0.3294, -0.3209],
  "total_charge": 0,
  "spin_multiplicity": 2,
  "homo_lumo_gap_ev": [9.4514, 8.4720]
}



Entry 6:
{
  "formula": "C4H3O2",
  "method": "ωB97M-V with the def2-TZVPD basis set",
  "symbols": ["C", "C", "C", "C", "O", "O", "H", "H", "H"],
  "positions_angstrom": [[1.198, -1.767, 0.125], [1.513, -0.589, 0.070], [-2.024, 0.648, -0.030], [1.901, 0.717, -0.041], [-0.991, 0.083, -0.076], [2.213, 1.785, -0.041], [1.293, -2.843, -0.148], [-2.123, 1.804, -0.127], [-2.979, 0.162, 0.268]],
  "relative_energy_ev": 2.281,
  "homo_ha": -0.5256,
  "total_charge": 1,
  "homo_lumo_gap_ev": 7.4501
}



Entry 7:
{
  "formula": "C4H3O2",
  "method": "ωB97M-V with the def2-TZVPD basis set",
  "symbols": ["C", "C", "C", "C", "O", "O", "H", "H", "H"],
  "positions_angstrom": [[1.562, -0.308, -0.022], [2.850, -0.141, -0.010], [-0.535, 0.576, 0.012], [4.156, -0.068, -0.020], [5.293, -0.070, 0.066], [0.668, 0.786, 0.022], [0.921, -1.202, -0.007], [-1.060, 1.422, 0.101], [-0.819, -0.532, -0.039]],
  "s_squared": 2.0361,
  "relative_energy_ev": 1.845,
  "homo_ha": [-0.4667, -0.6060],
  "total_charge": 1,
  "spin_multiplicity": 3,
  "homo_lumo_gap_ev": [6.6797, 8.4350]
}



Entry 8:
{
  "formula": "C4H3O2V",
  "method": "ωB97M-V with the def2-TZVPD basis set",
  "symbols": ["O", "C", "C", "C", "C", "H", "H", "H", "V", "O"],
  "positions_angstrom": [[-1.413, 1.016, 1.469], [-1.035, 1.048, 0.335], [-0.479, 0.931, -0.838], [0.225, -0.354, -1.084], [1.058, -0.928, -0.184], [-0.530, 1.745, -1.563], [0.970, -2.058, 0.339], [0.187, -0.754, -2.097], [0.118, 0.158, 2.468], [0.898, -0.805, 1.155]],
  "s_squared": 3.7728,
  "homo_ha": [-0.4802, -0.4821],
  "total_charge": 1,
  "spin_multiplicity": 4,
  "homo_lumo_gap_ev": [7.7916, 7.7847]
}



Entry 9:
{
  "formula": "C4H3O3",
  "method": "ωB97M-V with the def2-TZVPD basis set",
  "symbols": ["C", "C", "C", "C", "O", "O", "O", "H", "H", "H"],
  "positions_angstrom": [[1.364, -0.417, 0.897], [-1.286, -0.681, 0.100], [0.055, -0.344, -0.168], [-0.870, 0.756, 0.443], [-2.250, -1.378, 0.088], [0.692, -0.291, -1.451], [2.424, -0.529, 0.271], [-1.180, 1.482, -0.246], [-0.523, 1.227, 1.417], [1.574, 0.173, -1.351]],
  "relative_energy_ev": 3.037,
  "homo_ha": [-0.0904, -0.0904],
  "total_charge": -1,
  "homo_lumo_gap_ev": [6.7169, 6.7176]
}



Entry 10:
{
  "formula": "C4H3O3",
  "method": "ωB97M-V with the def2-TZVPD basis set",
  "symbols": ["C", "C", "C", "C", "O", "O", "O", "H", "H", "H"],
  "positions_angstrom": [[-0.310, 0.714, 0.641], [0.560, -0.378, -0.055], [0.293, -0.934, -1.475], [-1.214, 1.653, 1.403], [-0.668, -0.515, -2.071], [1.182, -1.844, -1.737], [1.498, -1.024, 0.526], [-1.865, 1.250, 2.019], [-1.227, 2.712, 1.264], [1.750, -1.633, -0.514]],
  "relative_energy_ev": 2.623,
  "homo_ha": [-0.1259, -0.1259],
  "total_charge": -1,
  "homo_lumo_gap_ev": [7.5991, 7.5972]
}



Entry 11:
{
  "formula": "C4H3O3",
  "method": "ωB97M-V with the def2-TZVPD basis set",
  "symbols": ["C", "C", "C", "C", "O", "O", "O", "H", "H", "H"],
  "positions_angstrom": [[-0.741, 0.008, -0.012], [-0.112, 0.886, -0.738], [-1.794, 2.600, -2.912], [0.819, -0.117, 0.017], [-1.907, 3.615, -2.359], [-1.970, 1.818, -3.722], [-0.062, 1.681, -1.703], [-1.425, 0.228, 0.721], [1.366, 0.275, 0.901], [1.380, -1.057, -0.210]],
  "relative_energy_ev": 1.516,
  "homo_ha": -0.1102,
  "total_charge": -1,
  "homo_lumo_gap_ev": 6.8187
}



Entry 12:
{
  "formula": "C4H3O3S",
  "method": "ωB97M-V with the def2-TZVPD basis set",
  "symbols": ["C", "C", "C", "C", "O", "O", "O", "S", "H", "H", "H"],
  "positions_angstrom": [[1.394, 0.727, 1.316], [1.015, 1.040, -0.018], [0.789, -0.457, 1.602], [0.209, 0.023, -0.473], [-1.953, -1.555, -3.161], [-3.399, -0.634, -1.409], [0.076, -0.880, 0.537], [-2.258, -0.410, -2.297], [2.021, 1.303, 1.979], [1.329, 1.912, -0.566], [0.777, -1.068, 2.489]],
  "relative_energy_ev": 2.734,
  "homo_ha": [-0.1257, -0.1256],
  "total_charge": -1,
  "homo_lumo_gap_ev": [6.8342, 6.8309]
}



Entry 13:
{
  "formula": "C4H3O5Y",
  "method": "ωB97M-V with the def2-TZVPD basis set",
  "symbols": ["O", "C", "C", "C", "O", "C", "O", "O", "O", "H", "H", "H", "Y"],
  "positions_angstrom": [[2.965, -0.502, 0.961], [2.053, -0.091, 0.302], [-0.270, -1.585, -1.013], [-1.543, -2.003, -0.305], [-2.319, -0.851, 0.021], [-1.690, 0.311, -0.025], [-0.625, 0.276, -0.785], [-1.848, 1.235, 0.766], [0.847, -1.813, -0.414], [-0.238, -1.540, -2.116], [-1.278, -2.509, 0.631], [-2.138, -2.674, -0.938], [0.877, 2.046, 0.156]],
  "s_squared": 0.7512,
  "homo_ha": [-0.4403, -0.4873],
  "total_charge": 1,
  "spin_multiplicity": 2,
  "homo_lumo_gap_ev": [6.0409, 7.2991]
}



Let's list max |F| in order: 0.159; 0.063; 0.084; 0.024; 0.060; 0.077; 0.103; 0.114; 0.052; 0.194; 0.071; 0.039; 0.140 hartree/bohr.